{
  "formula": "C31H66ClFN4O9PS7",
  "method": "ωB97M-V/def2-TZVPD",
  "symbols": ["H", "C", "H", "C", "C", "H", "O", "C", "H", "C", "H", "H", "N", "H", "C", "C", "P", "H", "H", "C", "H", "H", "C", "C", "H", "H", "O", "H", "C", "C", "N", "O", "C", "C", "H", "H", "H", "H", "H", "H", "S", "H", "H", "C", "H", "C", "H", "C", "N", "H", "C", "H", "H", "C", "H", "H", "H", "S", "H", "H", "H", "O", "C", "F", "C", "H", "H", "H", "H", "H", "H", "O", "O", "H", "H", "C", "H", "H", "H", "C", "H", "S", "C", "H", "H", "H", "H", "S", "H", "C", "H", "H", "S", "H", "H", "H", "H", "O", "H", "C", "H", "S", "H", "H", "C", "H", "S", "C", "H", "C", "C", "H", "C", "N", "O", "O", "H", "Cl", "H", "H"],
  "xyz": [[9.76, 9.53, 7.20], [1.20, 2.49, 3.52], [0.71, -1.77, -1.50], [9.60, 8.47, 7.00], [-11.64, -1.86, -1.97], [8.54, -1.33, 3.01], [-10.04, -3.98, -1.98], [7.80, 9.21, 5.16], [6.18, -0.90, -3.93], [3.01, 0.54, 1.53], [8.53, 8.84, 4.43], [0.92, -2.68, 0.65], [6.43, 0.81, 1.96], [-7.61, -5.48, -3.06], [5.53, 4.24, 4.23], [-0.11, -2.34, 0.45], [-2.96, -1.77, 2.35], [3.07, -0.14, 2.40], [-12.05, -1.10, -1.30], [-0.23, -2.16, -1.08], [-3.94, 0.21, 2.39], [4.73, -0.13, -3.25], [0.13, 4.67, 2.40], [5.95, -3.57, -2.95], [-3.07, -1.08, -4.24], [8.01, 3.15, 6.68], [3.87, -2.49, -1.70], [-5.84, -3.45, -0.37], [1.79, 0.21, 0.62], [1.13, 4.67, 3.38], [1.72, 3.63, 3.99], [-5.29, -1.33, -7.11], [7.08, -0.45, 1.62], [-7.84, -5.96, -2.10], [-12.42, -4.07, -0.42], [-1.00, -4.23, -1.04], [-0.77, -3.15, 0.82], [1.59, 1.57, 3.98], [-1.13, 3.36, 1.13], [1.49, 5.66, 3.70], [6.68, 2.95, 4.72], [4.55, -1.55, -4.31], [9.87, 7.89, 7.88], [-0.42, -3.57, -1.71], [-7.93, -7.03, -2.24], [-0.33, -1.06, 1.24], [4.55, -0.82, 0.73], [5.46, 1.23, 0.93], [-1.48, -0.80, 2.03], [-4.56, -3.13, -9.20], [0.23, 2.32, 2.52], [-7.38, -3.35, -6.62], [5.07, 3.95, 3.28], [7.45, -1.35, 2.82], [-12.04, -2.74, 0.71], [-11.12, -1.37, -2.79], [-2.06, 0.88, 3.18], [-6.28, -1.85, -8.11], [-6.46, -3.51, -2.03], [-4.89, -1.59, -10.02], [0.56, -4.07, -1.86], [-5.24, -6.04, -1.58], [-6.80, -3.48, -7.53], [-1.28, -1.32, -1.46], [-0.36, 3.44, 1.90], [1.72, 0.99, -0.16], [-8.78, -5.56, -1.70], [-3.77, 1.40, -4.10], [-5.93, -4.10, -7.33], [2.99, 1.57, 1.91], [7.10, -2.36, 2.59], [-6.15, -0.70, -2.47], [7.32, -0.84, 0.50], [7.67, 4.74, 5.96], [-5.40, 0.93, -4.68], [5.17, -1.08, -3.54], [-6.02, -2.94, -10.22], [2.01, -0.77, 0.16], [-0.27, 5.61, 2.03], [-5.34, -2.44, -9.53], [8.02, 10.24, 5.42], [-10.45, -2.87, -1.07], [-4.78, 1.15, -3.80], [-3.98, -2.41, -3.49], [-0.88, -3.48, -2.71], [10.21, 8.16, 6.15], [6.05, -4.38, -2.24], [5.27, -2.14, -2.09], [3.97, 0.43, -0.38], [-11.62, -3.55, 0.11], [7.19, 1.49, 1.90], [-4.72, -1.47, -4.81], [-4.74, -0.29, -2.72], [-11.09, -4.25, 0.75], [4.75, 4.35, 4.98], [6.02, 1.32, -0.03], [-5.22, 1.98, -3.25], [-4.21, -0.71, 2.54], [6.80, 9.14, 4.74], [7.25, 3.77, 6.21], [5.27, -3.87, -3.75], [-6.52, -5.65, -0.93], [-7.59, -3.52, -0.65], [-12.43, -2.49, -2.37], [-6.62, -3.85, -1.01], [5.09, 2.25, 1.14], [7.86, 8.19, 6.63], [4.29, 0.25, 0.67], [6.93, -3.31, -3.36], [-1.31, 0.43, 2.53], [-4.06, -1.42, -3.94], [6.41, 3.89, 6.90], [0.47, 0.05, 1.33], [-0.17, 0.99, 2.15], [7.73, 6.77, 6.20], [7.81, 2.95, 3.75], [-7.43, -3.94, -8.29], [-3.41, -2.69, 0.54], [6.06, 5.18, 4.10], [6.88, -0.98, 3.69]],
  "gap_ev": 6.908,
  "total_charge": 1,
  "lumo_ev": -2.7,
  "homo_ha": -0.354
}